Here is an isolated molecule of C9H16F3NO at a distorted geometry from the Open Molecules 2025 dataset. Energies are from ωB97M-V with the def2-TZVPD basis set.

Each line ends with the Mulliken charge.
Atoms and positions in Å:
C: -0.3922 -1.9497 -1.4267  -1.77
C: -0.2901 -1.1306 -0.1764  1.52
C: -0.3178 -2.1278 1.0331  -1.54
C: -1.4595 -0.1005 -0.2222  -1.62
C: -0.8761 1.1047 0.4988  1.05
N: -0.9705 1.0425 1.9353  -0.67
C: -1.7459 2.3866 0.2327  0.49
F: -2.9544 2.2193 0.8087  -0.28
F: -1.2000 3.4804 0.7241  -0.25
F: -1.9685 2.5939 -1.0940  -0.28
C: 0.5869 1.0742 -0.1543  1.11
C: 1.5555 1.6878 0.8262  -1.84
C: 0.8633 1.5931 -1.5146  -1.70
O: 0.8745 -0.3806 -0.1927  -0.43
H: 0.2149 -2.7685 -1.3134  0.55
H: -0.0384 -1.2774 -2.2529  0.30
H: -1.5334 -2.2157 -1.5149  0.29
H: 0.7529 -2.4111 1.1843  0.35
H: -0.9814 -2.9537 0.8244  0.40
H: -0.5903 -1.5310 1.9385  0.33
H: -2.3724 -0.5569 0.2726  0.38
H: -1.5612 0.2670 -1.2082  0.53
H: -0.1568 0.5234 2.3013  0.37
H: -1.0419 2.0478 2.3755  0.32
H: 2.5275 1.3912 0.4977  0.49
H: 1.4088 1.1312 1.7767  0.34
H: 1.3930 2.6897 0.9752  0.41
H: 1.6182 0.9501 -1.9482  0.46
H: 1.1306 2.7728 -1.4259  0.30
H: 0.1326 1.6619 -2.2787  0.38

largest force on an atom = 0.0740 Eh/bohr
HOMO level = -9.47 eV
SMILES string = CC1(C)C[C@](N)(C(F)(F)F)C(C)(C)O1
orbital gap = 10.2 eV
lowest unoccupied orbital energy = 0.775 eV